{"formula": "C2H10NO", "method": "ωB97M-V/def2-TZVPD", "species": ["N", "H", "H", "H", "H", "C", "O", "C", "H", "H", "H", "H", "H", "H"], "positions_angstrom": [[1.3788, 0.4299, -1.7007], [1.2650, 0.4170, -2.7329], [0.8513, 1.2482, -1.3711], [0.9100, -0.4322, -1.2214], [2.3500, 0.5042, -1.4132], [-0.9769, -0.4513, 0.8676], [0.0954, -1.0199, 0.1291], [-0.7504, 1.0031, 1.1402], [-1.9011, -0.7012, 0.2168], [-1.2445, -1.0462, 1.7409], [-0.0879, -1.9737, -0.0639], [-1.6796, 1.2886, 1.6909], [0.0215, 1.2631, 1.8975], [-0.8198, 1.5153, 0.1893]], "lumo_ev": [-8.224, -15.091], "charge": 2, "orbital_gap_ha": [0.5283, 0.2745], "multiplicity": 2, "de_lowest_ev": 0.269, "energy_ev": -5751.891}

***

{"formula": "C6H14", "method": "ωB97M-V/def2-TZVPD", "species": ["C", "C", "C", "C", "C", "C", "H", "H", "H", "H", "H", "H", "H", "H", "H", "H", "H", "H", "H", "H"], "positions_angstrom": [[1.6796, 0.3616, 1.1127], [0.5265, 0.5513, 0.1189], [1.0083, 0.6103, -1.3062], [-0.6899, -0.2898, 0.4590], [-1.9315, 0.3671, -0.1228], [-0.5528, -1.7413, 0.0088], [1.5144, -0.2297, 2.0221], [2.7134, 0.3187, 0.7446], [1.2889, 1.3998, 1.2182], [0.1403, 1.7210, 0.3112], [1.3006, -0.3673, -1.7013], [1.8827, 1.2713, -1.3679], [0.2061, 1.0411, -1.9051], [-0.7771, -0.2815, 1.5589], [-1.8933, 0.3650, -1.2187], [-2.0106, 1.4099, 0.2091], [-2.8285, -0.1708, 0.1886], [0.3548, -2.2076, 0.4103], [-1.4168, -2.3246, 0.3446], [-0.5149, -1.8044, -1.0850]], "lumo_ev": 1.115, "charge": 0, "orbital_gap_ha": 0.3839, "de_lowest_ev": 2.055, "energy_ev": -6447.354}